Record 1
Here is a 4-piece molecular cluster, C34H68NO2 overall at a distorted geometry from the Open Molecules 2025 dataset. Energies are from ωB97M-V/def2-TZVPD.

XYZ file:
```
105
Properties=species:S:1:pos:R:3:forces:R:3:mulliken_charge:R:1
C 4.314591 -3.280970 3.555313 0.090 -0.472 -0.065 -1.2411
C 4.388266 -4.014245 2.217606 -0.104 0.374 0.247 -0.5323
C 4.749191 -3.120822 1.035247 0.146 -0.596 -0.024 -0.1942
C 4.649128 -3.877714 -0.302340 0.407 0.323 0.018 -0.9758
C 4.087998 -3.061674 -1.459732 -0.196 -0.025 0.121 -1.1188
C 2.664646 -2.499486 -1.262346 0.383 -0.242 -0.390 -0.5902
C 1.771214 -3.327785 -0.359184 -0.875 0.553 0.059 0.6272
C 0.343505 -2.724615 -0.289181 0.250 -0.228 -0.098 -1.7601
N -0.219861 -2.700181 1.086325 -0.262 -0.021 0.122 0.7088
C -1.264715 -3.513958 1.346811 -0.529 -0.224 0.870 -0.2099
C -1.857669 -3.580109 2.597236 0.623 0.358 -0.313 -0.5963
C -1.333853 -2.788344 3.612518 0.118 0.038 -0.317 -0.7871
C -0.277464 -1.940808 3.330197 -0.061 -0.267 -0.419 -0.8568
C 0.272158 -1.881035 2.047872 -0.240 0.108 0.420 0.3098
C 1.389241 -0.930425 1.734975 -0.241 -0.120 -0.185 1.4165
C 1.187373 0.492807 2.267956 -0.090 0.007 0.189 -0.4395
C 2.505121 1.117234 2.653029 -0.496 -0.284 0.071 0.2590
O 2.969972 2.034422 2.075158 0.572 0.770 -0.489 -0.4893
O 3.077165 0.564514 3.765682 -0.123 -0.548 0.138 -0.4419
H 3.719571 -2.372197 3.501351 -0.063 0.227 -0.031 0.1578
H 3.858303 -3.916135 4.310813 -0.052 -0.040 0.115 0.3374
H 5.313640 -3.049300 3.911372 0.090 0.301 0.043 0.3906
H 3.449235 -4.537839 2.031810 -0.116 -0.041 -0.074 0.2931
H 5.157677 -4.776107 2.306216 0.009 -0.290 -0.071 0.5084
H 5.785165 -2.825307 1.179834 0.090 0.383 -0.021 0.6979
H 4.153543 -2.207373 1.019282 -0.160 0.106 0.039 -0.0753
H 4.116660 -4.817337 -0.175993 -0.282 -0.068 0.042 0.3683
H 5.658863 -4.163595 -0.588166 0.090 -0.190 -0.072 0.4938
H 4.111743 -3.667872 -2.362261 -0.014 -0.131 -0.077 0.3983
H 4.759453 -2.227364 -1.645383 0.082 0.147 -0.090 0.3259
H 2.726820 -1.463814 -0.935388 -0.088 0.107 0.259 0.2613
H 2.192054 -2.465727 -2.243196 -0.088 0.148 -0.133 0.4817
H 1.658201 -4.325897 -0.765149 0.238 -0.327 0.115 0.7670
H 2.148309 -3.392866 0.655989 0.262 -0.162 0.082 -0.5789
H 0.300824 -1.723393 -0.704207 0.009 0.215 0.091 0.5547
H -0.345594 -3.322518 -0.870854 -0.141 -0.034 -0.105 0.6229
H -1.659210 -4.117139 0.547532 0.205 0.015 -0.290 0.3702
H -2.699256 -4.222571 2.783645 -0.102 -0.171 -0.165 0.5022
H -1.753167 -2.819122 4.604668 -0.046 -0.016 0.138 0.4846
H 0.128794 -1.322723 4.112050 0.141 0.156 0.012 0.6256
H 2.302624 -1.390457 2.108031 0.153 0.021 0.179 -1.2745
H 1.511449 -0.852798 0.663552 0.142 -0.063 -0.142 0.0303
H 0.532320 0.538126 3.133528 -0.011 -0.135 0.162 0.5805
H 0.739499 1.111739 1.501690 -0.082 0.106 -0.145 0.2349
H 3.751196 -0.078647 3.512246 0.303 0.205 0.158 0.2769
C -6.171100 -1.298651 -1.934914 -0.001 0.087 0.050 -1.3408
C -5.425683 0.029370 -1.836639 -0.031 -0.100 -0.018 -0.4111
C -3.947542 -0.074658 -2.206319 0.004 0.085 -0.018 -0.7858
C -3.126410 -0.998635 -1.307491 0.013 -0.099 0.026 -0.4120
C -3.153487 -0.641105 0.178348 0.130 0.127 -0.059 0.5691
C -2.566401 0.734564 0.484944 -0.040 -0.107 0.100 -1.3664
H -5.771571 -2.041393 -1.241322 -0.007 -0.015 -0.006 0.3968
H -7.227024 -1.166744 -1.697883 -0.005 -0.027 -0.014 0.3926
H -6.103798 -1.707840 -2.944766 0.019 -0.025 0.002 0.2640
H -5.537833 0.438301 -0.828271 0.017 0.027 -0.006 0.3644
H -5.897029 0.749384 -2.507964 0.011 0.042 0.017 0.2625
H -3.507318 0.926342 -2.202779 0.018 -0.013 0.008 0.3634
H -3.864325 -0.432653 -3.236153 -0.013 -0.005 -0.008 0.3011
H -2.086518 -0.987301 -1.657877 0.004 0.019 0.005 0.1280
H -3.474437 -2.029600 -1.430352 -0.015 0.013 -0.016 0.4423
H -2.577616 -1.394106 0.724456 -0.071 -0.018 0.073 -0.6282
H -4.173871 -0.698930 0.564066 -0.005 -0.026 -0.015 0.4767
H -1.530893 0.802726 0.137425 -0.011 0.034 -0.049 0.2027
H -2.574673 0.930148 1.559044 0.011 0.032 -0.011 0.4169
H -3.133269 1.530927 0.004716 0.021 0.019 -0.018 0.3819
C -7.545380 3.745994 -8.610663 0.052 -0.087 -0.028 -1.2071
C -7.739948 2.263468 -8.305308 -0.048 0.085 -0.011 -0.3631
C -8.399866 2.001858 -6.952425 -0.004 -0.055 -0.001 -0.7380
C -7.609499 2.502958 -5.742907 0.003 0.050 -0.004 -0.7239
C -6.194187 1.940645 -5.622917 -0.035 -0.062 0.081 -0.3670
C -6.156701 0.424151 -5.456576 0.094 0.086 -0.055 -1.0484
H -6.883061 4.224717 -7.887692 -0.009 0.014 0.003 0.2819
H -7.104428 3.882384 -9.598689 -0.010 0.029 0.001 0.3797
H -8.500621 4.274086 -8.595072 0.001 0.019 0.025 0.2986
H -6.776227 1.749330 -8.361326 -0.006 -0.023 0.009 0.2359
H -8.364737 1.821122 -9.084996 0.019 -0.024 -0.004 0.3876
H -8.586238 0.928912 -6.850047 0.003 0.006 0.015 0.3025
H -9.385086 2.477559 -6.941429 -0.003 0.004 -0.012 0.4049
H -8.168602 2.252752 -4.835252 0.011 -0.005 0.009 0.3382
H -7.554302 3.594460 -5.768471 -0.011 -0.003 -0.008 0.3433
H -5.709970 2.403979 -4.757687 0.020 0.015 -0.022 0.2945
H -5.598321 2.227195 -6.493191 -0.008 0.023 -0.005 0.3451
H -6.718625 0.119094 -4.571787 -0.051 -0.041 -0.021 0.1716
H -5.128014 0.076475 -5.341063 -0.017 -0.046 0.010 0.2784
H -6.581545 -0.089137 -6.319826 -0.010 -0.006 0.003 0.4078
C 7.514863 4.316294 6.948919 0.058 0.024 -0.082 -1.1744
C 7.215214 4.857095 5.553616 -0.034 0.002 0.093 -0.4353
C 5.826756 4.480612 5.039108 0.034 0.028 -0.075 -0.8521
C 5.580501 2.979597 4.885992 -0.014 -0.086 0.090 -0.1261
C 6.560138 2.251020 3.965131 -0.109 0.057 -0.066 -0.4397
C 6.502270 2.742365 2.522349 0.096 -0.063 -0.042 -1.0472
H 7.502956 3.225398 6.971348 -0.008 -0.003 0.013 0.2734
H 8.500544 4.639524 7.285261 -0.009 -0.007 0.028 0.3824
H 6.780114 4.677343 7.671327 -0.016 -0.025 0.009 0.2929
H 7.982648 4.511834 4.855319 -0.011 0.007 -0.023 0.2319
H 7.292295 5.946867 5.573374 0.019 0.000 -0.026 0.3772
H 5.656684 4.979102 4.080716 -0.009 -0.016 -0.002 0.3393
H 5.074007 4.884597 5.723135 0.006 0.006 0.012 0.4059
H 4.565361 2.831354 4.506543 0.004 -0.006 -0.018 -0.0147
H 5.605318 2.505756 5.872072 -0.004 0.015 0.001 0.3626
H 6.324348 1.181037 3.980101 0.025 -0.005 0.054 0.2749
H 7.578322 2.340129 4.352725 0.001 -0.009 -0.002 0.3690
H 5.496579 2.623218 2.116203 -0.021 0.052 0.011 0.1242
H 7.189743 2.180451 1.886492 0.007 0.020 0.012 0.3808
H 6.772772 3.795687 2.441167 0.004 0.004 0.011 0.3108
```
Positions in Å, forces in eV/Å.

Charge = +1
Spin multiplicity = 1
E_LUMO = -4.0 eV
Highest occupied orbital energy = -12.226 eV



Record 2
Here is a 9-piece molecular cluster, C34H68O16 overall at a distorted geometry from the Open Molecules 2025 dataset. Energies are from ωB97M-V/def2-TZVPD.

XYZ file:
```
118
Properties=species:S:1:pos:R:3:forces:R:3:mulliken_charge:R:1
C 0.766603 -1.413308 -1.789613 -1.591 -2.159 1.955 -0.4341
C -0.702926 -1.019277 -1.902889 2.023 -2.422 2.427 -0.7239
O -1.139835 -0.457101 -0.694866 -1.532 1.708 1.297 -0.1103
C -0.883226 0.851920 -0.385009 2.103 0.158 0.688 0.5729
C -1.410366 1.294956 0.985784 -1.139 -5.545 -0.609 0.4069
O -0.042806 1.471399 -0.997514 -0.542 0.204 -0.665 -0.5955
H 1.052328 -1.911547 -2.639879 0.656 -0.945 -2.612 0.5295
H 0.882666 -2.316307 -1.057505 -0.016 2.173 -0.489 0.1179
H 1.390132 -0.587559 -1.691284 1.261 1.228 0.829 -0.0820
H -0.883952 -0.452547 -2.737305 -0.765 1.486 -1.955 0.5269
H -1.187160 -1.985631 -1.855853 -0.768 0.003 -0.815 0.0187
H -0.722246 1.666812 1.684692 1.128 1.401 0.148 -0.2666
H -1.454185 0.151293 1.405329 -0.897 2.718 -0.339 -0.0056
H -2.394537 1.749039 0.958659 0.015 -0.016 0.056 -0.1050
C -1.280158 -5.413689 -1.763396 -1.983 -2.322 -2.336 -1.1050
C -2.193081 -4.672862 -0.804692 4.619 2.267 -2.935 -0.3796
O -1.368050 -4.077000 0.165020 1.526 -0.068 0.241 -0.3072
C -1.940643 -3.189594 0.933797 -0.347 1.572 2.703 0.5572
C -0.977791 -2.569787 1.974206 0.599 -0.611 -1.730 -0.7752
O -3.110865 -2.891908 0.905832 -0.003 -0.281 -0.524 -0.6305
H -0.647884 -6.231544 -1.379256 -0.334 0.526 0.332 0.3342
H -0.729202 -4.876697 -2.513851 0.458 0.910 0.241 0.2147
H -2.049309 -5.953736 -2.485317 1.348 0.667 1.381 0.3346
H -2.603921 -3.856955 -1.362014 -1.434 -0.029 -0.098 0.3505
H -2.699599 -5.380979 -0.352210 -3.701 -2.826 2.024 0.5086
H -1.574765 -1.914653 2.634605 0.758 0.608 -0.913 0.2659
H -0.020135 -2.311004 1.347460 -1.821 0.524 1.586 0.0209
H -0.635190 -3.319966 2.665309 0.169 -0.828 0.082 0.6915
C 3.465412 -1.847423 3.585582 -2.417 5.128 -2.754 -1.7958
C 2.358564 -0.720144 3.644359 2.701 -2.058 1.179 -0.1365
O 2.457414 -0.101899 2.435753 1.541 0.624 -1.759 -0.1644
C 1.951369 1.054315 2.237874 -4.820 4.450 1.875 0.6762
C 2.482117 1.816184 1.098727 -2.556 -0.455 -2.746 -0.7705
O 1.076029 1.628566 2.974844 2.889 -2.535 -1.545 -0.7448
H 3.397360 -2.295269 4.420075 -0.581 -4.394 5.647 0.5908
H 4.429308 -1.553532 3.501988 3.187 2.283 0.470 0.4980
H 3.485557 -2.336009 2.689715 -1.409 -2.192 -2.127 0.4206
H 1.458188 -1.174832 3.642234 -3.126 -2.021 0.080 0.2033
H 2.266401 -0.134402 4.559382 0.954 0.749 -0.328 0.4248
H 1.886027 2.734096 0.866123 0.831 -0.729 0.704 0.1841
H 2.499611 1.260537 0.128289 -0.114 -0.001 0.826 -0.0551
H 3.460789 1.922810 1.359171 2.982 1.171 0.417 0.6642
C -7.833754 -1.886244 3.524610 1.951 4.180 0.616 -1.2908
C -6.287202 -1.868242 3.484157 0.049 0.679 4.093 -0.1133
O -5.810805 -0.501503 3.409382 -2.723 1.982 -1.216 -0.2954
C -4.635601 0.033370 3.679524 2.358 -1.409 -1.177 0.6093
C -4.404962 1.503952 3.391589 -2.128 -0.344 -0.210 -0.5599
O -3.685135 -0.666327 3.937794 0.299 -0.354 0.748 -0.6196
H -8.227933 -1.333380 4.459297 0.508 -0.695 -1.929 0.2254
H -8.345523 -2.726229 3.365982 -1.056 -4.635 0.770 0.5477
H -8.185029 -1.564079 2.566836 -0.300 2.080 -0.548 0.3189
H -6.030726 -2.059311 4.582830 0.376 -1.047 -1.718 0.2551
H -5.794192 -2.444289 2.730625 0.237 -0.590 -0.188 0.2460
H -3.729675 1.951675 4.054937 1.842 -0.003 0.667 0.3595
H -5.277425 2.027662 3.699217 -1.332 0.569 -0.247 0.4643
H -4.227577 1.753345 2.337944 0.048 -0.420 0.318 -0.1668
C -0.647430 7.875193 6.035094 -3.582 -2.506 6.472 -1.3805
C -1.275506 6.440185 6.261220 -2.377 -0.873 -0.474 -0.1997
O -1.400251 6.063055 4.840892 0.193 -0.828 -0.074 -0.2621
C -1.689116 4.804761 4.478543 -0.119 -2.720 2.392 0.5909
C -1.485838 4.557190 3.025336 -4.054 -1.702 -2.286 -0.2515
O -2.043840 3.873492 5.258334 1.043 3.420 -1.955 -0.6182
H -0.600445 8.527169 6.919641 -0.228 -0.581 0.296 0.3889
H -1.276175 8.348623 5.439654 -2.737 2.000 -3.102 0.4122
H 0.255162 7.875017 5.710037 5.820 -0.571 -2.548 0.4267
H -0.828821 5.528225 6.798849 0.073 1.886 -0.616 0.3292
H -2.419714 6.407547 6.613807 2.581 0.676 -0.300 0.2218
H -0.557445 4.205709 2.622481 0.767 -0.586 0.727 0.1485
H -1.709268 5.400415 2.350651 -0.134 0.082 0.717 0.3617
H -2.373725 3.705838 2.732489 2.710 2.250 0.737 -0.1138
C 1.998322 1.170635 -4.385928 -3.832 3.243 1.226 -0.8024
C 2.251145 2.598380 -3.856785 -1.828 -3.253 4.673 -0.2982
O 3.566260 2.497173 -3.117349 -1.936 -0.152 -1.610 -0.1505
C 4.059705 3.628782 -2.622985 0.745 -1.268 0.933 0.6631
C 5.335827 3.294352 -1.883030 2.644 2.365 -0.777 -0.8328
O 3.459451 4.648598 -2.554193 -0.435 1.479 -0.428 -0.5645
H 2.700523 0.941614 -5.047072 2.983 -1.012 -3.190 0.5293
H 0.970232 1.286219 -4.935222 1.719 -0.969 1.255 0.3092
H 2.108614 0.490225 -3.580812 -0.794 -0.829 0.727 -0.1425
H 2.333322 3.233189 -4.634975 0.345 2.555 -2.206 0.5054
H 1.281962 2.840131 -3.120169 3.053 -0.159 -1.677 0.1441
H 5.467841 4.134590 -1.138142 -0.315 -1.544 -0.160 0.3161
H 6.385905 3.341927 -2.422679 -2.392 -0.007 0.236 0.2586
H 5.251161 2.273397 -1.593868 0.022 -0.494 1.078 0.0957
C 6.947789 -3.324627 -5.632494 3.359 -0.451 0.136 -1.1895
C 5.680745 -3.230381 -4.730620 10.175 -4.555 2.895 -0.0687
O 5.557386 -2.076893 -4.201127 -1.568 6.498 4.223 -0.2199
C 4.705697 -1.890072 -3.118003 -0.257 0.877 0.638 0.3619
C 5.017306 -0.660364 -2.304125 2.449 -0.077 0.485 -0.7539
O 3.751625 -2.548164 -2.789101 0.875 -0.859 -1.193 -0.4944
H 8.001166 -2.852975 -5.205968 -3.017 -0.838 -0.384 0.2574
H 6.949560 -2.907576 -6.664869 -0.693 -0.269 0.704 0.3119
H 7.274076 -4.424758 -5.700064 -0.814 1.463 -0.176 0.3124
H 4.936524 -3.558938 -5.155881 -7.898 -3.311 -4.767 0.5176
H 5.949518 -4.054845 -3.906175 -0.721 1.420 -1.188 0.0484
H 6.101970 -0.553343 -2.041126 -0.542 -0.453 -0.645 0.4445
H 4.573938 -0.663297 -1.311295 -0.776 -0.106 -0.432 0.2973
H 4.833380 0.225165 -2.871484 -0.602 0.695 -0.304 0.1451
C 3.885508 -6.856594 -4.372729 -3.087 4.461 3.718 -1.5102
C 2.697441 -5.773996 -4.389026 -0.399 -0.017 -9.118 0.6855
C 2.171795 -5.218051 -3.164214 -0.419 0.167 0.848 -0.2914
O 2.276047 -5.304428 -5.636905 2.496 -2.753 7.622 -0.6118
H 3.734946 -7.831615 -4.081135 -0.973 -1.866 1.737 0.4298
H 4.679786 -6.330003 -3.868028 0.157 -0.135 1.590 0.2947
H 4.418084 -6.990248 -5.160194 2.168 -0.331 -6.512 0.5618
H 3.120519 -5.087860 -2.494035 -2.232 0.543 -0.814 0.1715
H 1.450248 -5.928995 -2.679847 0.925 0.237 -0.237 0.3043
H 1.493756 -4.386212 -3.539294 1.403 -0.309 1.173 0.0128
C -7.264978 2.958711 -0.022728 1.165 2.713 -1.836 -1.1829
C -5.980211 3.703704 -0.093891 2.423 -0.762 -2.049 0.7159
C -6.075682 4.896368 -1.033090 -0.739 2.788 -1.117 -1.0665
O -4.860894 3.285948 0.300466 -3.551 1.473 -0.635 -0.5049
H -7.072475 2.360296 0.716576 0.099 -4.376 3.986 0.3352
H -7.506222 2.532687 -0.964640 -0.018 -0.587 -0.780 0.3238
H -8.001702 3.649204 0.228812 -1.545 1.117 0.443 0.4283
H -5.687393 5.756775 -0.505847 0.852 0.214 0.170 0.3419
H -7.035395 5.468797 -1.471669 1.141 -2.380 1.357 0.2902
H -5.480218 4.769785 -1.947146 0.250 -0.246 0.508 0.3114
```
Positions in Å, forces in eV/Å.

Spin multiplicity = 1
E_LUMO = 0.5 eV
SMILES = CCOC(C)=O.CCOC(C)=O.CCOC(C)=O.CCOC(C)=O.CCOC(C)=O.CCOC(C)=O.CCOC(C)=O.CC(C)=O.CC(C)=O
ΔE to the lowest compared entry with this formula, charge and spin = 1502.8 kJ/mol
Highest occupied orbital energy = -9.348 eV